{"formula": "C18H25N3O3S2", "method": "ωB97M-V/def2-TZVPD", "symbols": ["H", "H", "C", "C", "H", "C", "C", "C", "H", "H", "H", "S", "C", "H", "H", "O", "H", "H", "N", "O", "C", "O", "H", "H", "N", "H", "C", "H", "H", "C", "C", "S", "N", "H", "C", "C", "H", "C", "H", "H", "C", "H", "C", "H", "H", "H", "C", "C", "H", "C", "H"], "positions_angstrom": [[4.686318, -1.283672, -1.510480], [3.004772, 4.381567, -0.613098], [0.925478, 3.757908, 0.865653], [-5.722187, -2.468238, -0.318389], [1.345312, 3.029249, -1.122507], [-2.724351, -1.252478, -0.844007], [3.023273, -2.619048, 0.591337], [1.097706, -1.127782, 0.762427], [-5.908503, -2.405565, 0.750295], [-5.031100, -1.166131, -1.904167], [-2.985221, 0.644471, 2.676388], [1.403919, -2.783676, 1.184683], [-2.322813, -0.364160, -2.023129], [4.352503, -4.113182, 1.407457], [1.701664, 3.299226, 1.495778], [2.954803, 1.557701, -0.720116], [6.002805, -3.064604, -0.608929], [-6.654684, -2.707474, -0.821855], [-3.925171, -0.785044, -0.187208], [-5.056533, 0.215600, 1.475261], [-2.700358, 0.231252, 1.708424], [1.325967, 5.033096, 0.444569], [2.847010, 6.125571, -0.283249], [0.022256, 3.900401, 1.464201], [-0.086561, -0.531482, 0.977314], [-0.383936, 2.980959, -0.697253], [-3.994709, -0.111227, 0.978709], [-2.911207, -2.268770, -1.205111], [-1.376440, -0.707403, -2.433302], [5.329799, -2.614676, 0.117971], [4.166184, -3.566138, 0.482934], [-1.723085, 1.523300, 0.875601], [0.803835, 1.426667, 0.029671], [-2.036675, -0.621771, 1.840893], [-5.186517, -1.132603, -0.824621], [0.628370, 2.818987, -0.324174], [3.982476, -4.299641, -0.307303], [2.087474, 0.875561, -0.214753], [-5.010360, -3.269982, -0.504146], [5.905105, -2.391814, 1.016594], [4.696395, -1.310121, -0.418376], [3.314058, 5.004426, 1.023029], [3.300154, -1.383710, 0.100274], [-1.902668, -1.303679, -0.130350], [5.216647, -0.418079, -0.072351], [-2.211465, 0.668498, -1.703194], [2.697374, 5.128413, 0.124596], [-0.189905, 0.709679, 0.614586], [-5.903863, -0.343205, -0.590320], [2.197617, -0.500279, 0.184865], [-3.070983, -0.396887, -2.811113]], "forces_ev_per_a": [[0.067, 0.063, -0.028], [0.006, -0.005, 0.002], [0.000, -0.163, 0.023], [0.089, 0.228, -0.069], [-0.220, -0.033, 0.121], [0.312, 0.187, -0.171], [-0.136, 0.436, -0.016], [0.632, 0.272, -0.346], [-0.034, -0.012, 0.093], [0.017, 0.055, 0.021], [-0.008, -0.126, -0.127], [0.220, 0.333, -0.179], [-0.048, -0.172, 0.129], [0.043, -0.063, -0.028], [-0.081, -0.014, -0.024], [0.237, 0.129, -0.071], [0.075, -0.017, 0.042], [-0.115, -0.094, -0.041], [-0.198, -0.120, -0.203], [-0.312, 0.140, 0.259], [0.110, 0.257, 0.034], [-0.242, 0.127, -0.087], [0.079, -0.019, 0.003], [0.124, -0.076, 0.011], [-0.296, 0.188, 0.157], [0.099, -0.029, -0.056], [0.376, 0.032, 0.084], [0.050, 0.009, 0.101], [0.116, -0.038, -0.121], [0.028, 0.021, -0.027], [0.034, -0.266, -0.013], [-0.331, 0.265, 0.152], [0.021, -0.175, 0.005], [-0.061, 0.018, 0.029], [-0.304, -0.025, 0.124], [0.167, 0.730, -0.073], [0.036, -0.062, 0.031], [-0.080, -0.240, 0.074], [0.043, -0.109, -0.024], [0.017, -0.013, -0.005], [0.115, 0.100, -0.102], [-0.014, -0.002, -0.038], [0.078, -0.548, 0.237], [-0.121, -0.076, -0.040], [0.050, 0.014, -0.077], [0.015, 0.041, -0.001], [0.081, -0.011, -0.017], [-0.220, -0.751, 0.257], [0.087, -0.082, -0.157], [-0.554, -0.306, 0.269], [-0.051, 0.000, -0.117]], "e_homo_ev": -8.04, "lumo_ev": 0.421, "e_above_lowest_ev": 0.013, "charge": 0}

=====

{"formula": "C18H25N3O3STi", "method": "ωB97M-V/def2-TZVPD", "symbols": ["H", "H", "C", "C", "H", "H", "H", "Ti", "N", "C", "H", "C", "H", "C", "C", "H", "H", "H", "H", "C", "H", "H", "C", "O", "H", "C", "H", "H", "N", "C", "H", "H", "O", "O", "C", "C", "H", "C", "H", "C", "N", "H", "S", "C", "H", "H", "H", "C", "C", "C", "H"], "positions_angstrom": [[-1.873837, 1.292896, 2.941697], [3.719350, -2.526065, 1.073326], [4.522300, -2.352224, 0.354327], [5.128502, -0.963922, 0.557312], [-0.993706, -2.669536, 1.547167], [-3.717789, -1.392198, -4.167486], [3.315386, 0.233909, 0.894103], [0.443206, 0.570644, -0.139636], [-0.436519, -0.093528, 1.166938], [-2.931000, -1.018047, -3.526037], [-2.359127, -2.433808, 2.662278], [-0.994618, 3.295887, 0.178604], [-1.910601, 5.153633, 0.721564], [-3.113209, 3.995665, -0.643013], [-3.080572, 0.188129, -2.866648], [0.186809, 0.103014, 3.764855], [-3.986897, 0.763960, -2.985330], [-1.607237, -2.689407, -3.842485], [-2.453013, -1.838786, 0.989654], [-1.788897, -1.983841, 1.844927], [6.021314, -0.864231, -0.066073], [-0.803579, -1.267372, 4.316915], [3.951285, -2.304108, -1.054802], [1.986317, 1.595218, -0.974233], [-4.026976, 2.620510, -2.004962], [-1.762710, -1.741076, -3.349033], [3.223136, -3.079457, -1.287369], [5.258010, -3.149832, 0.465451], [-0.935724, -0.060874, -1.875412], [-2.059752, 0.648766, -2.047150], [-2.905572, -0.053495, 3.469559], [-2.955807, 0.501372, 1.783288], [1.725789, 1.759655, 0.458536], [1.709793, -1.091486, -0.618219], [-3.173094, 2.825075, -1.375495], [-2.302942, 0.334193, 2.643640], [4.418290, 0.997631, -0.228092], [4.060985, 0.034367, 0.123486], [5.429314, -0.785433, 1.589973], [-0.794775, -1.222700, -2.507443], [-1.065748, 2.161910, -0.515129], [0.552901, -1.531295, 3.199072], [3.085202, -0.711054, -1.212299], [-2.119608, 1.923387, -1.297749], [-0.095278, 3.417769, 0.769199], [-3.923635, 4.711025, -0.689285], [4.739849, -2.311334, -1.810565], [-0.255533, -0.849212, 3.468029], [-1.179409, -0.639258, 2.262652], [-1.999527, 4.245200, 0.143856], [0.128954, -1.750235, -2.306467]], "forces_ev_per_a": [[-0.020, 0.007, 0.001], [-0.011, 0.013, -0.009], [0.085, 0.054, -0.023], [-0.023, -0.072, 0.013], [-0.012, -0.014, 0.003], [-0.012, 0.017, 0.004], [0.001, 0.040, 0.013], [0.487, -0.250, 0.071], [-0.288, -0.124, 0.001], [0.083, -0.088, -0.008], [-0.007, -0.015, -0.010], [0.075, -0.008, 0.035], [0.017, -0.003, 0.009], [0.073, 0.091, 0.096], [-0.098, 0.165, 0.015], [0.007, -0.007, 0.010], [0.002, -0.016, -0.013], [0.025, -0.005, 0.009], [-0.006, -0.014, 0.002], [0.034, 0.053, 0.002], [0.006, 0.006, 0.015], [0.020, 0.001, 0.016], [-0.149, -0.021, 0.023], [-0.093, 0.039, -0.069], [0.001, 0.014, 0.006], [-0.112, 0.065, -0.021], [0.027, -0.008, -0.013], [-0.007, 0.000, 0.004], [0.009, 0.044, 0.068], [0.082, -0.260, -0.098], [-0.004, 0.006, 0.002], [-0.008, 0.009, 0.008], [-0.197, -0.064, -0.041], [-0.049, 0.179, 0.084], [-0.054, -0.139, -0.158], [0.047, -0.023, -0.015], [0.010, 0.002, -0.040], [0.003, -0.088, 0.002], [-0.020, 0.004, 0.004], [0.091, -0.055, 0.019], [0.165, 0.076, -0.012], [0.001, -0.002, 0.008], [-0.067, 0.163, -0.115], [-0.028, 0.206, 0.143], [0.008, -0.019, -0.008], [-0.010, -0.014, -0.014], [0.023, 0.014, 0.014], [-0.029, 0.010, -0.036], [0.032, 0.039, 0.068], [-0.112, -0.019, -0.077], [0.000, 0.010, 0.013]], "e_homo_ev": -7.01, "lumo_ev": -0.382, "e_above_lowest_ev": 0.040, "charge": 0}

=====

{"formula": "C18H25N3O4S", "method": "ωB97M-V/def2-TZVPD", "symbols": ["H", "C", "H", "H", "H", "C", "H", "C", "H", "H", "O", "H", "C", "C", "H", "C", "H", "H", "H", "C", "C", "H", "H", "C", "O", "H", "O", "H", "C", "H", "C", "C", "H", "N", "C", "H", "H", "H", "H", "O", "C", "H", "C", "S", "H", "C", "H", "C", "N", "C", "N"], "positions_angstrom": [[-1.068415, -0.383566, 0.033931], [-1.800326, 1.611600, 0.256985], [2.851454, -6.526309, -4.233438], [1.715508, -4.620749, 1.812583], [3.310190, -3.816918, 1.863133], [3.778702, -6.398321, -3.665750], [-3.286476, 2.579191, 4.705442], [1.677521, -2.360368, -1.510978], [-5.069206, 4.055947, 3.956612], [-0.752581, 2.448230, -2.211323], [-3.081681, 2.654571, 2.689772], [4.429330, -5.689847, -4.187931], [-4.061266, 4.447371, 3.813947], [0.085315, 2.298010, -1.519534], [-2.452406, 1.530184, -0.623448], [1.865866, -2.731348, -2.829450], [-4.777575, 5.204941, 1.886491], [1.007415, 2.509923, -2.066236], [-3.923004, 3.224286, 0.921534], [2.228436, -3.655372, 1.856970], [2.092936, -3.241124, -0.489537], [-0.048747, 4.269101, -0.635335], [0.805328, 3.077202, 0.356674], [2.479652, -3.931206, -3.155348], [3.522823, -5.986577, -2.344800], [1.540316, -2.075089, -3.617618], [-1.424482, 5.097512, 1.038973], [-2.038631, 3.720170, 4.123686], [2.698625, -4.435559, -0.814358], [1.936205, -3.131739, 2.766252], [-3.853324, 4.888549, 2.363698], [0.894862, 0.004986, -1.719290], [-0.022360, 0.669535, 1.022193], [0.132906, 0.922459, -1.068104], [-1.906025, 3.980364, 1.008693], [-3.884091, 5.246396, 4.528926], [2.613346, -4.175114, -4.195999], [-3.127504, 5.700655, 2.299337], [-2.375676, 1.356479, 1.147025], [1.840494, -2.818176, 0.794306], [-0.644874, 0.622278, 0.116635], [4.284972, -7.358770, -3.582081], [-3.044106, 3.316510, 3.939630], [1.581386, 0.380189, -3.178758], [3.034935, -5.129784, -0.062791], [2.904953, -4.786246, -2.151994], [0.875724, -1.205866, -0.090442], [-3.254176, 3.646986, 1.680971], [1.042643, -1.188307, -1.088201], [-0.044178, 3.222773, -0.321458], [-1.290734, 2.959960, 0.379804]], "forces_ev_per_a": [[0.055, 0.089, 0.038], [-0.250, -0.336, 0.027], [0.035, 0.019, 0.013], [0.028, 0.036, -0.011], [-0.042, 0.002, -0.016], [0.028, -0.055, -0.190], [0.059, 0.061, -0.010], [0.189, -0.304, -0.165], [0.007, -0.002, 0.074], [0.103, 0.024, -0.013], [-0.035, -0.160, -0.158], [-0.034, -0.016, 0.011], [0.064, -0.278, -0.061], [0.103, 0.420, -0.053], [0.038, -0.095, 0.074], [-0.102, 0.037, 0.234], [-0.004, 0.024, -0.023], [-0.223, 0.025, 0.117], [0.069, 0.040, 0.088], [0.050, -0.137, 0.251], [-0.028, 0.140, -0.149], [0.069, -0.171, 0.009], [0.002, 0.073, -0.078], [0.203, -0.421, 0.008], [-0.068, 0.139, 0.292], [-0.012, -0.006, 0.031], [0.117, 0.313, 0.030], [-0.060, -0.043, 0.032], [0.057, -0.110, 0.041], [0.046, -0.087, -0.037], [0.104, 0.008, -0.031], [-0.024, 0.153, -0.093], [-0.083, -0.074, -0.009], [0.102, -0.331, 0.103], [-0.280, -0.189, 0.221], [-0.029, 0.047, 0.044], [0.033, -0.061, -0.100], [-0.121, -0.053, -0.032], [0.079, -0.053, -0.169], [-0.039, 0.111, -0.592], [-0.228, -0.034, 0.274], [-0.034, 0.065, -0.061], [-0.036, 0.242, 0.381], [0.325, 0.092, -0.610], [0.022, -0.052, 0.134], [-0.094, 0.157, 0.021], [-0.081, 0.089, -0.121], [-0.120, 0.301, -0.207], [-0.381, 0.282, 0.713], [0.124, 0.175, -0.141], [0.295, -0.095, -0.135]], "e_homo_ev": -7.64, "lumo_ev": 0.514, "e_above_lowest_ev": 2.518, "charge": 0}

=====

{"formula": "C18H25NNbO3", "method": "ωB97M-V/def2-TZVPD", "symbols": ["C", "H", "H", "C", "H", "C", "H", "O", "H", "H", "C", "C", "H", "O", "C", "C", "H", "H", "H", "H", "C", "C", "H", "C", "H", "H", "H", "H", "H", "C", "H", "H", "Nb", "C", "H", "H", "C", "O", "H", "H", "N", "C", "H", "C", "C", "H", "C", "C"], "positions_angstrom": [[2.629552, 1.511460, -0.010638], [3.679170, -1.863497, 1.770583], [-4.396867, 0.109084, 1.492345], [3.904370, 3.531433, -0.808269], [-2.819790, 4.328811, 1.558346], [-1.807025, -3.095104, 1.904090], [3.213193, -3.268865, 0.698395], [-3.920186, -0.563575, -2.397222], [1.257526, -1.864786, 2.092323], [-2.109462, 4.032074, -0.869950], [3.626239, 3.188624, -2.204620], [-3.009023, 3.362391, 1.034477], [-0.759034, -4.427599, -1.361077], [1.302390, -0.424175, 0.514985], [-2.839550, 1.909419, -1.095303], [-3.672356, 2.210787, 1.677091], [3.550681, -1.602762, -0.050420], [-2.840409, -2.882156, 2.284475], [2.808335, 0.281242, 1.882639], [-2.495107, 1.889504, -2.155243], [-3.468117, 0.770635, -0.425122], [3.419474, 2.723438, 0.302170], [-1.142309, -1.523664, -1.872403], [2.380731, 1.163996, -1.413930], [1.244698, -2.632217, -0.924156], [2.621705, 1.673084, -3.589742], [-1.274961, -0.573023, 0.582006], [3.973708, 3.825107, -3.059169], [3.621551, 3.032710, 1.354627], [-3.895894, 0.951511, 0.960094], [1.333470, 1.302271, 1.719851], [-1.628525, -4.199111, 1.822980], [-1.423331, -2.209380, -0.175808], [-2.612792, 3.169108, -0.370342], [4.480580, 4.466841, -0.612814], [-3.968146, 2.348662, 2.749227], [3.121306, -2.154814, 0.829597], [-3.477897, -1.757123, -0.494299], [-1.043551, -2.637911, 2.606764], [-2.176623, -4.005508, -2.026807], [-1.710737, -4.119472, -1.116096], [2.031642, 0.613525, 1.148606], [1.784695, 0.263254, -1.713353], [0.757098, -2.734043, 0.099538], [-3.650279, -0.567744, -1.218571], [0.938002, -3.811695, 0.397957], [2.873621, 1.984471, -2.543603], [1.588235, -1.725217, 1.025787]], "forces_ev_per_a": [[0.927, 0.916, -1.006], [-0.163, -0.331, -1.101], [0.601, 0.765, -0.551], [-0.920, -1.116, -0.443], [-0.219, -1.057, -0.466], [0.561, 0.677, 0.617], [-0.158, 1.220, 0.089], [0.003, 0.258, 0.784], [0.366, 0.404, -0.798], [-0.473, -0.993, 0.262], [-0.735, -1.413, 0.622], [-0.581, -2.964, -1.803], [-0.416, -0.252, 0.176], [1.071, -0.260, 1.323], [-0.404, 0.838, 1.978], [0.791, 0.501, -1.586], [-0.389, -0.618, 0.771], [0.842, -0.238, -0.231], [-0.452, 0.038, -0.820], [-0.433, -0.398, 1.059], [0.299, 1.772, 0.749], [-0.684, -0.816, -2.576], [0.373, 0.726, 0.105], [0.820, 1.291, -0.398], [-0.529, -0.114, 0.903], [0.389, 0.484, 1.169], [0.083, 0.280, -0.275], [-0.210, -0.485, 1.154], [-0.205, -0.364, -1.017], [0.782, 1.400, -0.538], [0.491, -0.858, -0.482], [-0.186, 0.880, 0.109], [-1.916, -3.455, 0.362], [-0.770, -1.029, 1.266], [-0.535, -0.933, -0.092], [0.147, -0.474, -1.172], [-0.332, 0.793, 1.104], [1.147, 2.678, -0.972], [-0.884, -0.605, -0.411], [-0.098, -0.258, 0.483], [0.861, 1.649, -0.736], [-0.253, 1.623, -1.003], [0.588, 0.944, 0.821], [0.693, 0.804, -0.156], [0.136, -1.127, 0.922], [-0.290, 1.143, -0.014], [0.271, 0.598, 3.224], [-0.009, -2.522, -1.404]], "e_homo_ev": -4.46, "lumo_ev": 2.812, "e_above_lowest_ev": 0.000, "charge": -1}